Computed, not measured: the molecule C10H14N2, with wB97M-V/def2-TZVPD.

```
! RIJCOSX wB97M-V def2-TZVPD def2/J DEFGRID3
* xyz 0 1
C 1.892 1.129 -0.539
C 1.142 0.355 0.585
C 1.734 -1.050 0.754
C -0.085 -2.194 -0.327
C -0.886 -0.964 -0.105
C -2.262 -1.013 -0.372
C -3.077 0.106 -0.208
C -2.498 1.273 0.262
C -1.132 1.352 0.552
C -0.335 0.230 0.344
H 0.439 2.448 -1.133
H 1.354 3.031 0.140
H 2.958 1.248 -0.290
H 1.788 0.577 -1.470
H 1.366 0.913 1.501
H 2.821 -1.014 0.790
H 1.392 -1.396 1.732
H 1.935 -2.690 -0.327
H -0.359 -2.885 0.495
H -0.332 -2.606 -1.323
H -2.705 -1.925 -0.780
H -4.128 0.017 -0.413
H -3.119 2.113 0.492
H -0.659 2.303 0.780
N 1.382 2.500 -0.770
N 1.373 -1.860 -0.370
*
```

Summary:
ΔE to the lowest compared entry with this formula, charge and spin   0.0 kJ/mol
SMILES string   NC[C@@H]1CNCc2ccccc21

Results of the Mulliken charge analysis, in e, for atoms 1 through 2:
1 C -0.956
2 C 0.456



Computed, not measured: the molecule C10H14N2O, with wB97M-V/def2-TZVPD.

```
! RIJCOSX wB97M-V def2-TZVPD def2/J DEFGRID3
* xyz 0 1
C 3.513 -0.347 -0.012
C 2.772 -0.621 -1.153
C 2.985 0.310 1.072
C 1.352 -0.345 -1.051
C 1.633 0.641 1.082
C 0.842 0.179 0.056
C -1.885 2.356 -0.697
C -1.122 1.296 -0.963
C -2.746 -0.979 -0.138
C -0.671 0.353 0.169
N -0.809 -2.064 0.665
N -1.341 -0.983 -0.076
O -1.043 0.862 1.523
H 4.526 -0.673 -0.039
H 3.092 -1.167 -2.005
H 3.685 0.542 1.807
H 0.616 -0.700 -1.901
H 1.145 1.224 1.948
H -2.062 3.234 -1.433
H -2.219 2.479 0.344
H -0.496 1.152 -1.842
H -3.008 -1.676 -1.032
H -3.259 -1.487 0.626
H -3.143 0.018 -0.263
H -0.019 -2.465 0.082
H -0.396 -1.833 1.579
H -1.940 0.693 1.652
*
```

Summary:
ΔE to the lowest compared entry with this formula, charge and spin   351.5 kJ/mol
SMILES string   C=C[C@](O)(c1ccccc1)N(C)N

Results of the Mulliken charge analysis, in e, for atoms 1 through 2:
1 C -0.361
2 C -0.869



Computed, not measured: a cluster of 2 separate species, C10H14N2O2 in total, with wB97M-V/def2-TZVPD.

```
! RIJCOSX wB97M-V def2-TZVPD def2/J DEFGRID3
* xyz 0 1
C 2.276 2.568 0.726
C -0.673 1.090 -0.232
C -1.901 0.452 -0.179
C 0.533 0.755 0.610
C 1.553 1.563 0.642
C -2.028 -0.827 0.503
C 0.435 -0.602 1.210
C -1.010 -0.843 1.589
C -3.932 0.112 -1.260
C 3.435 -1.028 -1.103
N 3.317 3.187 0.943
N 2.815 -1.567 -2.047
O 4.155 -1.897 -0.312
O -2.941 0.977 -0.789
H -0.785 2.162 -0.617
H -2.934 -0.884 0.954
H -2.002 -1.639 -0.160
H 0.627 -1.424 0.520
H 1.016 -0.791 2.146
H -1.247 0.093 2.173
H -1.313 -1.674 2.286
H -4.332 0.604 -2.235
H -4.740 0.079 -0.496
H -3.596 -0.961 -1.406
H 3.508 0.008 -0.759
H 2.321 -1.024 -2.692
H 3.239 4.234 0.822
H 4.208 -2.724 -0.837
*
```

Summary:
ΔE to the lowest compared entry with this formula, charge and spin   355.8 kJ/mol
SMILES string   COC1=CC(=C=C=N)CCC1.[H]/N=C/O

Results of the Mulliken charge analysis, in e, for atoms 1 through 2:
1 C 0.727
2 C -0.794



Computed, not measured: a cluster of 2 separate species, C10H14N2O2 in total, with wB97M-V/def2-TZVPD.

```
! RIJCOSX wB97M-V def2-TZVPD def2/J DEFGRID3
* xyz 0 1
C -2.850 1.747 3.504
C -2.057 2.152 2.429
C -2.098 0.821 4.239
C -0.897 1.424 2.413
C 0.922 2.768 1.374
C 0.664 -2.829 -1.322
C -0.381 -2.222 -2.265
C 0.941 -1.580 -2.102
C 0.370 0.616 -2.437
C 0.318 1.443 1.546
N -0.938 0.633 3.543
N 0.999 -0.244 -1.473
O 0.945 3.928 1.094
O 1.539 2.007 2.217
H -3.791 2.178 3.825
H -2.497 2.791 1.602
H -2.364 0.368 5.267
H 0.698 -2.684 -0.206
H 1.038 -3.713 -1.570
H -0.767 -2.743 -3.042
H -1.190 -1.670 -1.660
H 1.694 -1.643 -2.853
H 0.487 1.691 -2.101
H 0.919 0.660 -3.430
H -0.668 0.234 -2.481
H 0.595 0.601 0.902
H -0.181 0.163 3.884
H 2.000 -0.077 -1.342
*
```

Summary:
ΔE to the lowest compared entry with this formula, charge and spin   277.1 kJ/mol
SMILES string   O=C1O[C@H]1c1ccc[nH]1.CNC1CC1

Results of the Mulliken charge analysis, in e, for atoms 1 through 2:
1 C -0.521
2 C -0.309



Computed, not measured: the molecule C10H14N2O2, with wB97M-V/def2-TZVPD.

```
! RIJCOSX wB97M-V def2-TZVPD def2/J DEFGRID3
* xyz 0 1
C -0.383 -2.156 0.626
C -0.555 -3.251 0.172
C 3.198 -0.300 -0.235
C 1.302 -0.443 0.638
C 4.240 -0.188 -1.278
C -0.638 1.774 0.698
C -2.499 0.111 0.899
C -1.112 0.190 -1.184
C -0.124 -0.620 0.993
C -1.101 0.360 0.333
N 1.864 -0.329 -0.528
N 3.434 -0.386 1.044
O 2.206 -0.478 1.627
O -0.805 -4.444 -0.285
H 4.715 0.790 -1.224
H 5.004 -0.946 -1.121
H 3.782 -0.314 -2.255
H 0.325 1.993 0.240
H -0.538 1.893 1.776
H -1.358 2.508 0.344
H -2.818 -0.904 0.669
H -3.210 0.807 0.463
H -2.511 0.242 1.979
H -1.494 -0.792 -1.449
H -1.745 0.949 -1.637
H -0.106 0.285 -1.582
H -0.205 -0.570 2.083
H -0.798 -5.107 0.415
*
```

Summary:
ΔE to the lowest compared entry with this formula, charge and spin   174.6 kJ/mol
SMILES string   Cc1noc([C@H](C#CO)C(C)(C)C)n1

Results of the Mulliken charge analysis, in e, for atoms 1 through 2:
1 C -1.582
2 C 1.307



Computed, not measured: a structure of composition C10H14N2O2PdS, with wB97M-V/def2-TZVPD.

```
! RIJCOSX wB97M-V def2-TZVPD def2/J DEFGRID3
* xyz -2 1
Pd 0.930 0.360 -1.897
N -0.984 1.210 -3.182
C -2.073 0.674 -2.345
C -2.856 1.800 -1.663
C -2.383 2.101 -0.245
N -1.023 2.641 -0.213
H -0.334 0.491 -3.532
H -0.479 1.979 -2.745
H -1.717 -0.017 -1.574
H -2.740 0.117 -3.014
H -3.911 1.508 -1.609
H -2.803 2.703 -2.285
H -2.455 1.178 0.343
H -3.059 2.846 0.196
H -0.403 1.962 -0.672
H -0.688 2.545 0.747
O -0.773 -0.561 0.534
C 0.146 -0.175 1.294
O 0.175 0.862 2.000
C 1.319 -1.143 1.484
C 1.223 -1.946 2.620
C 2.184 -2.888 2.960
C 3.292 -3.026 2.132
C 3.403 -2.234 1.002
C 2.438 -1.275 0.636
S 2.810 -0.316 -0.799
H 0.357 -1.809 3.260
H 2.072 -3.495 3.853
H 4.067 -3.752 2.362
H 4.264 -2.341 0.350
*
```

Summary:
ΔE to the lowest compared entry with this formula, charge and spin   14.8 kJ/mol

Results of the Mulliken charge analysis, in e, for atoms 1 through 2:
1 Pd -0.403
2 N -0.871



Computed, not measured: a cluster of 2 separate species, C10H14N2O2S in total, with wB97M-V/def2-TZVPD.

```
! RIJCOSX wB97M-V def2-TZVPD def2/J DEFGRID3
* xyz 0 1
C -1.479 -4.323 1.462
C -1.238 -3.046 1.027
C -1.701 -3.174 3.260
C -1.010 -1.002 2.354
C 1.236 0.545 -1.520
C 0.693 2.666 -3.541
C -0.182 1.757 1.290
C 0.799 -0.035 -0.161
C 1.906 2.430 -2.667
C -0.391 0.647 0.405
N -1.840 -4.365 2.793
N -1.185 -2.354 2.302
O 1.184 -0.128 -2.527
O 1.457 1.847 -1.330
S -0.975 -0.031 3.626
H -1.505 -5.189 0.936
H -0.772 -2.589 0.190
H -1.828 -2.842 4.279
H 1.088 3.007 -4.525
H 0.090 1.748 -3.569
H 0.111 3.508 -3.197
H -1.166 2.411 1.330
H 0.705 2.336 0.950
H 0.162 1.400 2.293
H 0.788 -1.144 -0.281
H 1.513 0.219 0.533
H 2.251 3.508 -2.440
H 2.713 1.823 -3.199
H -1.423 0.369 -0.074
*
```

Summary:
ΔE to the lowest compared entry with this formula, charge and spin   513.4 kJ/mol

Results of the Mulliken charge analysis, in e, for atoms 1 through 2:
1 C -0.515
2 C -0.267



Computed, not measured: a structure of composition C10H14N2O9P2RuSe, with wB97M-V/def2-TZVPD.

```
! RIJCOSX wB97M-V def2-TZVPD def2/J DEFGRID3
* xyz -1 6
Ru 1.198 0.701 -0.428
O 3.736 1.646 -2.457
P 3.581 2.660 -1.207
O 4.806 3.423 -0.957
O 2.942 1.805 -0.125
O 2.402 3.666 -1.719
P 0.829 3.368 -1.515
O 0.189 4.715 -2.078
O 0.493 3.167 -0.082
O 0.454 2.172 -2.377
H 4.326 2.008 -3.125
H 0.352 4.822 -3.020
C -3.035 0.939 1.183
C -1.604 0.625 0.904
N -1.083 0.813 -0.247
O -1.890 1.316 -1.232
C -0.690 0.088 1.912
C -1.053 -0.122 3.346
N 0.491 -0.194 1.448
O 1.469 -0.630 2.123
H -3.249 1.961 0.866
H -3.268 0.825 2.238
H -3.682 0.280 0.601
H -1.224 1.647 -1.881
H -1.845 -0.866 3.463
H -1.392 0.807 3.808
H -0.166 -0.470 3.872
Se 1.111 -1.163 -2.151
C 0.319 -2.502 -1.031
C -0.926 -3.029 -1.376
C -1.519 -4.005 -0.590
C -0.881 -4.463 0.555
C 0.354 -3.938 0.904
C 0.956 -2.969 0.115
H -1.433 -2.659 -2.258
H -2.487 -4.402 -0.872
H -1.348 -5.221 1.174
H 0.858 -4.272 1.803
H 1.909 -2.550 0.409
*
```

Summary:
ΔE to the lowest compared entry with this formula, charge and spin   0.0 kJ/mol

Results of the Mulliken charge analysis, in e, for atoms 1 through 2:
1 Ru 0.537
2 O -0.365



Computed, not measured: a structure of composition C10H14N2O9P2RuSe, with wB97M-V/def2-TZVPD.

```
! RIJCOSX wB97M-V def2-TZVPD def2/J DEFGRID3
* xyz -1 6
Ru -0.592 0.682 -0.342
O -1.105 0.785 -3.226
P -1.856 -0.565 -2.775
O -2.745 -1.072 -3.828
O -2.330 -0.257 -1.354
O -0.583 -1.605 -2.625
P 0.469 -1.651 -1.401
O 1.284 -2.995 -1.731
O -0.249 -1.799 -0.100
O 1.373 -0.438 -1.478
H -0.968 0.790 -4.181
H 1.776 -2.895 -2.558
C 1.257 -0.996 3.406
C 0.547 -0.135 2.412
N 1.083 0.237 1.327
O 2.371 -0.180 1.125
C -0.872 0.295 2.573
C -1.792 -0.255 3.605
N -1.270 1.136 1.670
O -2.473 1.545 1.536
H 1.679 -1.855 2.882
H 0.585 -1.338 4.192
H 2.089 -0.453 3.860
H 2.401 -0.167 0.144
H -1.468 -0.018 4.622
H -1.850 -1.344 3.511
H -2.779 0.165 3.440
Se 0.725 2.688 -1.018
C 0.313 3.845 0.456
C 1.352 4.360 1.230
C 1.081 5.195 2.309
C -0.233 5.517 2.631
C -1.271 4.999 1.866
C -1.001 4.171 0.782
H 2.375 4.091 0.988
H 1.898 5.587 2.905
H -0.446 6.160 3.478
H -2.300 5.231 2.119
H -1.813 3.755 0.205
*
```

Summary:
ΔE to the lowest compared entry with this formula, charge and spin   57.8 kJ/mol

Results of the Mulliken charge analysis, in e, for atoms 1 through 2:
1 Ru 0.567
2 O -0.304



Computed, not measured: the ion C10H14N3 with charge +1, with wB97M-V/def2-TZVPD.

```
! RIJCOSX wB97M-V def2-TZVPD def2/J DEFGRID3
* xyz 1 1
C 1.376 2.577 -1.020
C 0.443 0.632 1.979
C -0.465 -0.277 1.396
C 1.159 2.056 0.053
C 1.237 1.680 1.352
C -0.844 0.449 -0.834
C 1.960 2.551 2.285
C -0.591 -3.637 -0.892
C -1.597 -2.544 -1.211
C -1.933 -1.551 -0.130
N 1.404 3.107 -2.259
N -0.962 -0.445 0.107
N -1.011 0.792 -1.915
H 0.561 0.616 3.018
H -0.733 -1.109 2.017
H 2.908 2.146 2.409
H 1.472 2.821 3.222
H 2.143 3.451 1.652
H 0.402 -3.194 -0.773
H -0.824 -4.162 0.059
H -0.300 -4.321 -1.760
H -2.571 -2.943 -1.247
H -1.306 -2.075 -2.147
H -2.755 -0.936 -0.458
H -2.141 -2.124 0.753
H 2.187 3.639 -2.642
H 0.785 2.802 -3.015
*
```

Summary:
ΔE to the lowest compared entry with this formula, charge and spin   481.1 kJ/mol
SMILES string   CCC/[N+](C#N)=C/C=C(/C)C#CN

Results of the Mulliken charge analysis, in e, for atoms 1 through 2:
1 C 0.621
2 C -1.179



Computed, not measured: a structure of composition C10H14N3O5Pd, with wB97M-V/def2-TZVPD.

```
! RIJCOSX wB97M-V def2-TZVPD def2/J DEFGRID3
* xyz 1 3
O -0.467 3.217 0.065
C -0.425 2.074 0.126
Pd -0.046 0.062 0.308
C -0.459 -1.880 0.053
O -0.526 -3.023 -0.047
C -0.572 0.030 -2.547
O -0.448 -0.895 -3.329
C 1.713 0.066 -0.596
O 2.737 0.088 -1.113
C -1.377 -0.111 -1.288
O -2.571 -0.237 -1.234
H -0.155 1.080 -2.610
C 2.121 -0.147 4.548
N 0.673 -0.058 4.669
C 0.162 -0.405 5.979
C -0.089 0.034 3.529
N 0.533 -0.110 2.377
N -1.419 0.264 3.622
C -2.035 0.820 4.812
C -2.254 0.205 2.439
H 2.562 -0.017 5.541
H 2.495 0.646 3.888
H 2.440 -1.128 4.156
H -0.176 0.484 6.527
H -0.641 -1.149 5.926
H 0.986 -0.838 6.558
H 1.491 -0.391 2.561
H -1.392 1.569 5.291
H -2.967 1.312 4.515
H -2.296 0.040 5.542
H -1.953 0.954 1.692
H -2.221 -0.785 1.974
H -3.278 0.419 2.754
*
```

Summary:
ΔE to the lowest compared entry with this formula, charge and spin   0.0 kJ/mol

Results of the Mulliken charge analysis, in e, for atoms 1 through 2:
1 O -0.174
2 C 0.219



Computed, not measured: the molecule C10H14N4, with wB97M-V/def2-TZVPD.

```
! RIJCOSX wB97M-V def2-TZVPD def2/J DEFGRID3
* xyz 0 1
C -0.078 0.220 -2.763
C -0.861 0.421 -1.669
C -0.058 0.107 -0.575
C -0.842 0.313 0.677
C -0.635 0.652 3.078
C -2.286 0.718 0.129
C -3.452 -0.197 0.673
C 2.145 -1.707 0.599
C 2.901 0.841 0.185
C 2.347 -0.582 -0.348
N 1.196 -0.085 -2.447
N -0.595 0.384 1.871
N 1.212 -0.115 -1.109
N -2.161 0.585 -1.303
H -0.375 0.521 -3.816
H -0.478 -0.178 3.766
H -2.517 1.815 0.417
H -4.148 -0.318 -0.126
H -3.829 0.210 1.598
H -3.143 -1.178 0.956
H 2.002 -2.731 0.255
H 1.276 -1.556 1.091
H 3.017 -1.770 1.281
H 3.865 0.743 0.490
H 2.333 1.325 0.945
H 2.920 1.365 -0.715
H 3.056 -0.880 -1.200
H -2.810 1.078 -1.938
*
```

Summary:
ΔE to the lowest compared entry with this formula, charge and spin   348.8 kJ/mol

Results of the Mulliken charge analysis, in e, for atoms 1 through 2:
1 C -0.590
2 C -0.450



Which value of ΔE to the lowest compared entry with this formula, charge and spin does entry 12 give?
348.8 kJ/mol